# 1
C21H20BrClN6O5Os | wB97M-V/def2-TZVPD

```
! RIJCOSX wB97M-V def2-TZVPD def2/J DEFGRID3
* xyz 2 5
Os 14.248 12.834 5.497
Br 16.800 6.201 5.179
C 15.899 7.657 4.529
C 14.463 7.626 4.259
C 13.747 8.746 4.366
C 14.363 10.008 4.534
O 13.581 10.983 5.030
C 15.814 10.009 4.379
C 16.554 11.209 4.256
N 16.121 12.388 4.501
C 17.034 13.422 4.475
C 18.392 13.315 3.980
C 19.136 14.495 3.782
C 18.513 15.714 3.980
C 17.172 15.838 4.455
C 16.439 17.014 4.622
C 15.172 17.030 5.286
C 14.613 15.800 5.665
N 15.264 14.645 5.488
C 16.455 14.659 4.873
C 16.589 8.835 4.459
H 13.999 6.682 4.037
H 12.677 8.777 4.223
H 17.580 11.113 3.878
H 18.884 12.298 3.927
H 20.187 14.456 3.441
H 19.039 16.617 3.784
H 16.811 17.862 4.011
H 14.606 17.898 5.512
H 13.668 15.721 6.192
H 17.667 8.900 4.530
O 12.681 8.997 7.879
Cl 11.678 9.722 7.133
O 10.476 9.866 7.959
O 14.634 12.681 7.128
O 11.241 8.899 5.967
C 7.929 10.397 4.929
C 7.860 11.884 5.000
C 7.924 12.509 6.440
C 8.801 12.490 3.953
N 10.174 12.710 4.356
C 11.299 12.017 4.464
N 12.308 12.858 4.712
N 11.764 14.145 4.739
N 10.456 14.052 4.671
H 7.251 9.980 5.692
H 8.939 9.980 5.219
H 7.514 10.046 3.975
H 6.837 12.189 4.672
H 8.939 12.305 6.805
H 7.174 12.025 7.083
H 7.694 13.626 6.411
H 8.443 13.493 3.699
H 8.813 11.933 2.994
H 11.331 10.945 4.443
*
```

For the HOMO-LUMO gap (alpha / beta), the calculation gives 5.784 / 4.780 eV. For the largest force on an atom, the calculation gives 5.13 eV/A. The calculation puts the energy at -4640.80947 Eh. The value obtained for the HOMO energy (alpha / beta) is -13.3 / -14.4 eV. For the LUMO energy (alpha / beta), the calculation gives -7.502 / -9.623 eV. The energy above the lowest of the compared OMol25 structures with the same formula, charge and spin comes out at 16.9 kcal/mol.

Atomic partial charges in e from the Löwdin method, atoms 1 to 6: atom 1 (Os): 1.562, atom 2 (Br): 1.014, atom 3 (C): -0.637, atom 4 (C): -0.017, atom 5 (C): 0.002, atom 6 (C): -0.186

---

# 2
C5H8N2S | wB97M-V/def2-TZVPD

```
! RIJCOSX wB97M-V def2-TZVPD def2/J DEFGRID3
* xyz 0 1
C -0.040 -2.754 -1.565
C -0.553 -0.378 -1.105
C -0.603 0.388 0.217
C 0.568 1.310 0.344
C -0.440 -0.779 1.167
H -1.122 -3.014 -1.632
H 0.330 -2.526 -2.563
H 0.525 -3.597 -1.215
H -0.025 0.184 -1.874
H -1.577 -0.639 -1.462
H -1.538 0.943 0.357
H 1.544 0.844 0.190
H -0.604 -0.758 2.223
N 0.199 -1.588 -0.745
N -0.005 -1.833 0.608
S 0.470 2.861 0.787
*
```

For the HOMO-LUMO gap, the calculation gives 8.300 eV. For the largest force on an atom, the calculation gives 0.85 eV/A. The calculation puts the energy at -702.95126 Eh. The value obtained for the HOMO energy is -8.7 eV. For the LUMO energy, the calculation gives -0.355 eV. The energy above the lowest of the compared OMol25 structures with the same formula, charge and spin comes out at 49.4 kcal/mol. Its structure (SMILES) is CN1C[C@H](C=S)C=N1.

Atomic partial charges in e from the Löwdin method, atoms 1 to 6: atom 1 (C): -0.087, atom 2 (C): -0.138, atom 3 (C): -0.361, atom 4 (C): -0.650, atom 5 (C): -0.119, atom 6 (H): 0.090

---

# 3
C30H45BrN2P2PdS | wB97M-V/def2-TZVPD

```
! RIJCOSX wB97M-V def2-TZVPD def2/J DEFGRID3
* xyz 2 3
N -5.034 2.554 -4.343
C -5.075 2.741 -3.022
C -4.107 2.184 -2.172
C -3.006 1.510 -2.757
C -3.068 1.197 -4.135
C -4.093 1.794 -4.896
C -1.700 1.515 -2.049
Pd -0.413 0.046 -1.512
P 1.736 -0.248 -1.117
C -0.498 1.503 -2.889
C 0.387 2.689 -2.890
C 1.317 2.862 -3.935
C 2.239 3.909 -3.901
C 2.286 4.756 -2.781
C 1.295 4.651 -1.791
C 0.342 3.635 -1.848
Br 3.654 5.936 -2.544
H -1.715 2.148 -1.156
H -0.536 1.000 -3.859
H -4.142 2.369 -1.093
H -2.280 0.658 -4.670
H -5.877 3.365 -2.607
H -4.110 1.660 -5.985
H 1.315 2.168 -4.777
H -0.421 3.604 -1.064
H 2.965 4.034 -4.695
H 1.282 5.339 -0.953
P -1.259 -2.170 -1.726
C 2.468 1.285 -0.466
C 3.866 1.728 -0.900
H 2.438 1.208 0.630
H 1.757 2.075 -0.757
H 4.025 2.797 -0.699
H 4.641 1.182 -0.343
H 4.020 1.615 -1.977
C 2.622 -0.850 -2.605
C 4.151 -0.869 -2.624
H 2.225 -0.244 -3.436
H 2.281 -1.886 -2.768
H 4.504 -1.169 -3.619
H 4.617 0.094 -2.421
H 4.548 -1.586 -1.897
C 1.757 -1.642 0.092
C 2.846 -1.817 1.144
H 1.705 -2.563 -0.517
H 0.792 -1.525 0.618
H 2.460 -2.498 1.917
H 3.740 -2.297 0.724
H 3.131 -0.890 1.656
C -1.273 -3.173 -0.192
C -1.753 -4.616 -0.355
H -1.890 -2.628 0.538
H -0.253 -3.175 0.212
H -2.844 -4.696 -0.413
H -1.327 -5.115 -1.230
H -1.432 -5.195 0.518
C -0.388 -3.184 -2.973
C -0.743 -2.889 -4.431
H -0.600 -4.235 -2.746
H 0.690 -3.046 -2.809
H -1.626 -3.462 -4.742
H -0.931 -1.827 -4.631
H 0.085 -3.189 -5.084
C -2.995 -2.048 -2.297
C -4.011 -1.837 -1.185
H -3.203 -2.960 -2.871
H -3.049 -1.204 -3.000
H -5.017 -1.878 -1.616
H -3.945 -2.604 -0.408
H -3.903 -0.859 -0.704
S -1.750 0.165 0.989
C -0.651 0.017 2.256
N -0.832 -0.998 3.177
C 0.041 -1.224 4.201
C 1.137 -0.406 4.357
C 1.286 0.704 3.517
C 0.392 0.917 2.481
H -1.660 -1.578 3.066
H -0.204 -2.063 4.844
H 1.873 -0.632 5.124
H 2.087 1.414 3.693
H 0.428 1.790 1.839
*
```

For the HOMO-LUMO gap (alpha / beta), the calculation gives 7.449 / 4.811 eV. For the largest force on an atom, the calculation gives 2.98 eV/A. The calculation puts the energy at -5061.85685 Eh. The value obtained for the HOMO energy (alpha / beta) is -13.2 / -13.3 eV. For the LUMO energy (alpha / beta), the calculation gives -5.778 / -8.443 eV. The energy above the lowest of the compared OMol25 structures with the same formula, charge and spin comes out at 0.0 kcal/mol.

Atomic partial charges in e from the Löwdin method, atoms 1 to 6: atom 1 (N): 0.086, atom 2 (C): -0.092, atom 3 (C): 0.015, atom 4 (C): -0.208, atom 5 (C): -0.014, atom 6 (C): -0.095

---

- What is the formula in the third record?
  C30H45BrN2P2PdS

---

- What is the formula in the second record?
  C5H8N2S

---

- Look up the energy above the lowest of the compared OMol25 structures with the same formula, charge and spin of the third one.
  0.0 kcal/mol

---

- Which formula does entry 2 have?
  C5H8N2S